An isolated molecule of C3H4N2O, computed with ωB97M-V/def2-TZVPD.

```
! wB97M-V def2-TZVPD RIJCOSX def2/J DEFGRID3
* xyz 0 1
O -1.7976 0.1987 -1.3603
C -0.7695 0.1817 -0.4656
C -0.0438 -0.9536 -0.0416
C 0.9155 -0.4376 0.7966
N 0.6994 0.8967 0.8446
N -0.3249 1.3006 0.0766
H -1.3990 0.1134 -2.2350
H -0.2267 -1.9840 -0.3088
H 1.7356 -0.9028 1.3250
H 1.2112 1.5869 1.3687
*
```

Summary:
* energy: -8202.7595 eV
* SMILES: Oc1cc[nH]n1
* HOMO level: -9.44 eV
* orbital gap: 10.39 eV